w:
The following is a quantum chemistry calculation of 5 unconnected molecules or ions with the total composition C3H14N2O3, from the Open Molecules 2025 dataset.

Each line ends with the natural charge from an NBO analysis.
Element x y z (Å)
1 C -1.372 -0.092 -1.120  -0.215
2 H -0.915 0.663 0.816  0.254
3 C 1.865 0.237 0.104  -0.016
4 H -2.716 0.742 0.461  0.235
5 O 0.645 0.272 2.667  -1.026
6 H 1.828 -0.687 0.740  0.254
7 O 0.027 1.842 -1.740  -0.869
8 H 0.254 0.238 3.539  0.469
9 H -1.236 -1.969 -1.723  0.363
10 H 0.580 2.461 -2.239  0.466
11 N 1.954 0.033 -1.133  -0.497
12 C -1.703 0.785 0.057  -0.651
13 H -0.362 0.275 -1.432  0.348
14 H 0.471 -0.544 2.129  0.495
15 H 1.716 1.205 0.596  0.228
16 H -1.505 1.788 -0.310  0.251
17 N -1.403 -1.483 -0.843  -0.520
18 H 1.384 0.798 -1.627  0.375
19 H -0.280 -2.262 2.129  0.452
20 O 0.057 -1.832 1.333  -1.077
21 H -0.708 -1.798 -0.109  0.444
22 H -2.072 0.166 -1.925  0.237

Properties
* 2S+1: 1
* gap between HOMO and LUMO: 4.60 eV

***

x:
The following is a quantum chemistry calculation of 3 unconnected molecules or ions with the total composition C3H14N2O3, from the Open Molecules 2025 dataset.

Each line ends with the natural charge from an NBO analysis.
Element x y z (Å)
1 C 0.287 -1.559 0.723  -0.062
2 H 1.398 0.122 0.268  0.348
3 H -1.397 0.977 -1.265  0.182
4 H -3.093 0.762 -0.595  0.174
5 C -1.898 -0.978 -0.402  -0.247
6 H 2.500 1.977 1.305  0.472
7 H 0.230 0.331 1.328  0.353
8 H 1.771 -1.014 -2.677  0.470
9 H -0.059 -1.258 -1.219  0.345
10 H 0.983 2.108 1.262  0.470
11 H -2.521 -1.472 -1.155  0.200
12 O 2.305 -0.359 -2.193  -0.938
13 N 0.981 -0.311 1.092  -0.855
14 H 2.031 0.492 -2.550  0.473
15 N -0.585 -1.597 -0.421  -0.635
16 H -1.962 1.009 1.478  0.472
17 O -1.497 1.200 0.657  -0.751
18 H -0.207 -1.834 1.654  0.178
19 O 1.785 2.613 1.398  -0.940
20 H -2.340 -1.238 0.557  0.185
21 C -2.033 0.542 -0.502  -0.078
22 H 1.053 -2.323 0.564  0.185

Properties
* 2S+1: 1
* gap between HOMO and LUMO: 9.22 eV

***

Relative to the most stable one, in kJ/mol, the structures come out at w 789.4; x 0.0.

***

w:
The following is a quantum chemistry calculation of a molecular structure, C2H6NO2P, from the Open Molecules 2025 dataset.

Each line ends with the natural charge from an NBO analysis.
Element x y z (Å)
1 H -1.154 0.273 -1.344  0.238
2 N 0.149 0.398 0.266  -0.105
3 C -0.348 0.879 -1.039  -0.463
4 O -2.721 -2.202 1.226  -1.010
5 H 0.352 0.821 -1.923  0.196
6 P -2.134 -0.864 1.393  1.511
7 H 1.677 -0.604 1.266  0.228
8 O -0.804 -1.033 0.494  -0.781
9 H 2.050 0.900 0.559  0.222
10 H 2.032 -0.515 -0.419  0.187
11 H -0.635 1.971 -0.870  0.216
12 C 1.535 -0.024 0.391  -0.440

Properties
* 2S+1: 1
* gap between HOMO and LUMO: 10.37 eV

***

x:
The following is a quantum chemistry calculation of 3 unconnected molecules or ions with the total composition C2H6NO2P, from the Open Molecules 2025 dataset.

Each line ends with the natural charge from an NBO analysis.
Element x y z (Å)
1 H -4.050 1.597 0.913  -0.002
2 C -0.295 -1.236 -0.447  -0.322
3 C 1.654 1.369 0.008  0.643
4 O 0.482 1.160 0.599  -0.762
5 H -3.569 1.360 0.239  -0.007
6 H 2.216 2.211 0.521  0.126
7 H 1.162 -2.658 -0.394  0.405
8 N 0.816 -1.825 0.035  -0.769
9 P -0.896 0.371 -0.186  0.667
10 H -1.048 -1.894 -0.904  0.217
11 H 1.362 -1.101 0.458  0.406
12 O 2.165 0.646 -0.843  -0.602

Properties
* 2S+1: 1
* gap between HOMO and LUMO: 8.98 eV

***

y:
The following is a quantum chemistry calculation of a single C2H6NO2P molecule, from the Open Molecules 2025 dataset.

Each line ends with the natural charge from an NBO analysis.
Element x y z (Å)
1 H -1.732 -1.386 -0.608  0.233
2 H 0.267 0.320 -1.369  0.393
3 N 0.134 0.769 -0.507  -0.456
4 C -0.911 -1.387 0.132  -0.723
5 H -1.536 -2.004 0.929  0.244
6 C -0.651 -0.090 0.710  -0.380
7 P 1.163 0.136 0.802  1.709
8 H -0.131 -1.906 -0.264  0.201
9 H -0.171 2.794 -0.419  0.475
10 O -0.211 2.106 -1.061  -0.560
11 O 2.264 -0.635 0.246  -1.041
12 H 1.515 1.283 1.407  -0.095

Properties
* 2S+1: 1
* gap between HOMO and LUMO: 9.24 eV

***

z:
The following is a quantum chemistry calculation of 2 unconnected molecules or ions with the total composition C2H6NO2P, from the Open Molecules 2025 dataset.

Each line ends with the natural charge from an NBO analysis.
Element x y z (Å)
1 O 0.774 0.295 1.743  -0.772
2 C 0.751 0.189 -1.338  -0.157
3 H -1.065 0.806 1.976  0.181
4 P -0.009 1.478 -0.264  0.585
5 N 0.640 -1.032 -1.308  -0.660
6 C -0.551 0.284 1.100  0.102
7 H 1.449 0.597 -2.140  0.156
8 H 0.701 -0.194 2.595  0.481
9 H -0.955 -1.413 -0.087  0.528
10 H 1.271 -1.699 -1.735  0.373
11 O -1.177 -0.913 0.744  -0.749
12 H -1.830 1.601 -1.285  -0.068

Properties
* 2S+1: 1
* gap between HOMO and LUMO: 8.97 eV

***

Relative to the most stable one, in kJ/mol, the structures come out at w 14.0; x 0.0; y 327.8; z 234.9.

***

w:
The following is a quantum chemistry calculation of a molecular structure, C3H4N2OS, from the Open Molecules 2025 dataset.

Each line ends with the natural charge from an NBO analysis.
Element x y z (Å)
1 H -1.811 0.571 1.071  0.238
2 O 0.544 1.289 1.237  -0.600
3 N 1.607 -0.321 -1.636  -0.553
4 H -2.271 -0.661 -0.041  0.198
5 H -1.550 -1.209 1.306  0.204
6 S 0.228 -1.106 -1.587  0.745
7 C 0.697 0.577 0.317  0.547
8 N -0.293 -0.220 -0.140  -0.543
9 C 1.762 0.461 -0.644  -0.034
10 C -1.541 -0.443 0.590  -0.409
11 H 2.628 1.062 -0.472  0.207

Properties
* 2S+1: 1
* gap between HOMO and LUMO: 9.29 eV

***

x:
The following is a quantum chemistry calculation of a single C3H4N2OS molecule, from the Open Molecules 2025 dataset.

Each line ends with the natural charge from an NBO analysis.
Element x y z (Å)
1 H -2.156 0.821 0.987  0.215
2 H -0.149 -0.525 -2.034  0.384
3 N -0.344 0.850 1.964  -0.088
4 C -1.104 0.620 0.931  -0.070
5 N -0.868 -0.367 -1.394  -0.795
6 H -1.621 0.213 -1.795  0.383
7 S 2.386 -0.461 -0.432  0.023
8 C -0.384 0.073 -0.165  0.048
9 C 0.892 0.017 0.330  0.037
10 O 0.918 0.479 1.607  -0.272
11 H 2.429 -1.721 0.001  0.135

Properties
* 2S+1: 1
* gap between HOMO and LUMO: 9.45 eV

***

Relative to the most stable one, in kJ/mol, the structures come out at w 0.0; x 36.8.